64
Properties=species:S:1:pos:R:3:forces:R:3:mulliken_spin:R:1 method="wB97M-V/def2-TZVPD" homo_energy_ev="-7.36 / -7.17" orbital_gap_ev="6.3227 / 5.1670" multiplicity=6 e_above_lowest_ev=3.028 total_charge=0
Fe -0.182 1.816 0.487 0.488 1.973 -2.149 4.0584
C -1.989 7.064 0.574 0.331 -0.208 0.089 0.0126
S -0.226 6.734 0.840 -0.164 0.011 -0.041 0.0092
C -0.252 5.032 1.201 0.260 -0.488 0.203 -0.0129
S -1.677 4.119 1.133 -0.227 -1.120 -0.103 0.2539
N 0.928 4.560 1.558 1.033 1.292 -0.082 0.0332
N 0.948 3.288 1.873 -0.430 -1.869 -0.507 0.0837
C 1.936 2.673 2.431 -0.178 1.450 -0.463 -0.0246
C 1.649 1.362 2.950 -0.207 -0.912 0.351 0.0129
C 2.581 0.629 3.696 -0.225 0.226 -0.243 -0.0058
C 2.164 -0.505 4.361 -0.214 -0.031 0.000 0.0010
C 0.822 -0.863 4.302 0.101 0.054 0.012 -0.0008
C -0.021 -0.117 3.493 -0.006 -0.301 0.173 0.0003
N 0.378 0.933 2.800 0.198 0.276 -0.436 0.0356
H -2.057 8.065 0.162 0.017 0.114 -0.043 0.0009
H -2.391 6.330 -0.119 -0.047 0.139 -0.058 -0.0076
H -2.510 7.008 1.525 -0.106 0.040 -0.029 -0.0067
H 2.899 3.137 2.631 -0.113 0.148 0.007 -0.0003
H 3.604 0.964 3.762 0.086 0.100 -0.025 -0.0003
H 2.863 -1.082 4.950 0.017 -0.011 0.020 0.0001
H 0.439 -1.689 4.882 -0.054 -0.082 -0.006 -0.0007
H -1.074 -0.354 3.427 -0.057 -0.128 -0.074 -0.0015
N -2.278 1.152 -0.688 0.716 -0.108 0.707 0.0670
C -2.635 2.130 -1.717 0.030 0.371 -0.562 0.0052
C -1.407 2.799 -2.350 -0.065 0.027 0.853 0.0002
O -1.452 3.185 -3.510 -0.289 -0.025 -0.327 0.0345
N -0.387 2.969 -1.500 -0.952 -1.495 1.393 0.2486
C 0.789 3.570 -1.982 2.341 -0.612 0.407 0.0156
C 2.051 2.663 -1.548 -2.327 2.856 -2.889 -0.0050
O 3.030 2.741 -2.250 1.237 -0.514 0.148 0.0165
O 1.836 2.015 -0.506 -0.902 -2.187 3.235 0.1195
H -3.094 0.948 -0.119 0.064 -0.114 0.020 0.0008
H -1.978 0.291 -1.139 -0.029 0.020 0.136 -0.0039
H -3.224 1.684 -2.530 0.092 0.080 0.208 0.0050
H -3.225 2.925 -1.254 0.035 -0.079 -0.021 -0.0022
H 0.791 3.714 -3.067 -0.050 0.007 0.307 0.0210
H 1.015 4.509 -1.466 -0.230 0.280 -0.176 0.0010
C -1.618 -1.882 1.134 0.082 -0.081 -0.063 0.0061
C -0.231 -1.729 0.625 -0.331 -0.202 0.162 0.0112
N 0.308 -0.595 0.244 -0.417 0.864 0.143 0.0062
C 1.596 -0.874 -0.122 0.549 -0.325 -0.119 0.0124
C 1.836 -2.199 0.049 0.163 0.297 -0.068 0.0026
N 0.668 -2.745 0.529 -0.120 0.530 -0.049 -0.0019
C 0.457 -4.151 0.738 -0.078 -0.330 0.328 -0.0003
N 0.657 -4.882 -0.479 -0.349 0.101 -0.612 0.0000
N 1.565 -5.875 -0.549 0.500 -0.054 1.146 0.0000
N 1.592 -6.373 -1.705 0.425 -0.619 -0.481 0.0000
C 0.693 -5.719 -2.497 -0.807 1.015 0.410 0.0000
C 0.338 -5.882 -3.834 0.042 -0.016 0.080 0.0000
C -0.632 -5.046 -4.332 0.027 -0.112 -0.169 0.0000
C -1.239 -4.062 -3.541 -0.041 0.109 0.142 0.0000
C -0.902 -3.878 -2.219 -0.131 0.125 0.037 0.0001
C 0.069 -4.726 -1.702 0.350 -0.653 -0.438 0.0000
H -2.052 -0.888 1.212 -0.101 -0.034 0.040 -0.0074
H -1.623 -2.349 2.118 -0.099 -0.002 0.065 0.0012
H -2.230 -2.488 0.466 -0.100 -0.006 -0.003 0.0003
H 2.243 -0.093 -0.469 0.167 0.157 -0.081 0.0046
H 2.708 -2.793 -0.123 0.178 -0.139 -0.078 0.0004
H -0.560 -4.307 1.118 0.207 0.078 -0.053 0.0001
H 1.182 -4.549 1.459 -0.218 0.064 -0.175 0.0000
H 0.811 -6.633 -4.442 0.071 -0.124 -0.093 0.0000
H -0.942 -5.143 -5.362 0.004 -0.011 -0.095 0.0000
H -1.990 -3.429 -3.988 -0.070 0.083 -0.030 0.0000
H -1.368 -3.111 -1.621 -0.072 0.108 0.023 0.0002


53
Properties=species:S:1:pos:R:3:forces:R:3:mulliken_charge:R:1 method="wB97M-V/def2-TZVPD" homo_energy_ev="-7.93 / -6.27" orbital_gap_ev="7.1443 / 3.1276" total_charge=0
C -1.626 0.455 -1.178 0.232 0.057 0.586 -0.8742
C -1.415 1.788 -0.819 0.086 -0.211 -0.430 -0.8792
C -0.116 2.182 -1.245 -0.030 -0.382 -0.335 -0.1073
H -2.127 2.447 -0.321 0.171 -0.281 -0.173 0.5009
C 0.497 1.081 -1.877 -0.443 0.133 0.330 -0.7060
C -0.400 -0.059 -1.757 0.022 0.435 0.265 -0.8682
H 1.411 1.086 -2.466 -0.133 -0.019 0.336 0.8627
C -1.165 -0.786 2.147 1.881 -0.977 -0.255 -0.6980
C -1.767 0.451 2.323 0.544 2.613 0.433 -0.7496
C -0.746 1.456 2.404 -2.343 -0.526 0.157 -0.1309
H -2.832 0.645 2.411 0.259 -0.094 -0.145 0.4749
C 0.496 0.853 2.250 0.755 -1.556 -0.186 -0.7516
C 0.284 -0.594 2.041 -0.758 0.622 -0.046 -0.5931
H 0.299 3.185 -1.149 -0.009 -0.290 -0.061 0.5028
H -0.314 -0.996 -2.311 -0.133 0.494 -0.072 0.8573
H -2.550 -0.112 -1.069 0.373 0.091 0.106 0.4989
H 0.999 -1.357 2.369 -0.320 0.292 -0.111 0.4201
H -0.919 2.521 2.551 0.019 -0.369 -0.181 0.4796
H -1.643 -1.763 2.098 -0.008 0.352 0.006 0.5984
Ga 0.891 -0.803 -0.065 -1.735 -0.210 -1.349 -0.1654
C 1.868 1.476 2.232 0.099 0.056 -0.222 3.1172
C 2.686 0.803 3.345 -0.028 -0.109 0.330 -1.7521
C 1.836 2.989 2.454 -0.029 0.057 0.141 -2.2511
H 2.148 0.924 4.296 0.196 -0.044 -0.176 0.4208
H 3.669 1.279 3.446 -0.170 -0.142 -0.092 0.4373
H 2.830 -0.269 3.163 0.059 0.318 0.013 0.3552
H 1.350 3.224 3.411 0.156 0.027 -0.201 0.4790
H 1.307 3.511 1.645 0.093 -0.146 0.165 0.3464
H 2.871 3.354 2.486 -0.270 0.031 -0.002 0.4456
C 2.446 1.187 0.823 0.791 -0.019 0.149 1.7109
C 3.946 1.054 0.617 -0.817 -1.307 0.141 -0.9291
H 1.981 1.846 0.082 0.084 -0.181 0.214 -0.4336
H 2.196 0.078 0.578 0.888 1.462 0.306 -0.2218
O 4.462 -0.013 0.945 0.308 1.765 -0.009 -0.5925
N 4.552 2.090 -0.109 0.747 -0.444 -0.010 -0.0631
C 4.166 2.116 -1.552 -0.069 -0.033 0.193 -0.8876
H 5.562 2.027 0.009 -0.220 -0.156 -0.254 0.3566
C 3.313 3.306 -1.924 -0.028 0.545 0.096 0.8382
C 2.752 3.386 -3.206 0.001 0.124 0.391 -0.3951
H 2.960 2.584 -3.916 -0.168 0.167 0.060 0.3741
C 1.948 4.468 -3.557 0.194 -0.070 0.168 -0.5449
H 1.503 4.503 -4.550 0.082 0.056 0.239 0.3780
C 1.725 5.500 -2.638 0.122 -0.057 0.187 -0.5154
H 1.110 6.354 -2.923 0.142 -0.256 0.118 0.3718
C 2.310 5.444 -1.367 0.116 -0.300 -0.225 -0.5765
H 2.159 6.252 -0.648 0.015 -0.218 -0.268 0.3777
C 3.110 4.346 -1.011 -0.207 0.188 -0.276 -0.2781
H 3.603 4.298 -0.035 -0.310 0.010 -0.374 0.4160
H 3.615 1.192 -1.812 0.278 0.247 0.097 0.1306
H 5.086 2.113 -2.157 -0.279 -0.041 0.259 0.5410
S 0.461 -2.960 -0.501 0.054 -1.493 -0.017 -0.4053
C -1.211 -2.898 -0.431 -2.716 -0.760 -0.073 0.6900
N -2.386 -3.003 -0.407 2.459 0.551 0.061 -0.6122


62
Properties=species:S:1:pos:R:3:forces:R:3:mulliken_charge:R:1 method="wB97M-V/def2-TZVPD" homo_energy_ev=-7.90 orbital_gap_ev=7.0250 total_charge=0
Ga -0.014 0.448 0.993 -0.151 0.606 1.155 -0.1378
C -1.804 4.276 -2.444 -0.024 0.014 0.023 -0.5124
C -0.778 3.523 -3.003 0.007 -0.016 0.010 -0.9083
C 0.032 2.746 -2.192 -0.027 0.015 -0.041 0.5042
C -0.164 2.721 -0.810 -0.088 0.001 0.017 -0.6179
C -1.180 3.489 -0.251 0.026 -0.075 0.079 -0.4367
C -2.000 4.253 -1.071 -0.031 0.019 -0.044 -0.7377
N 0.658 1.890 -0.003 0.534 -0.313 -0.309 0.8229
C 2.028 2.079 -0.047 -0.112 -0.115 0.039 0.5005
C 2.591 3.309 -0.430 -0.032 -0.086 -0.102 -0.5435
C 3.954 3.487 -0.431 0.066 -0.036 0.042 -0.6694
C 4.822 2.467 -0.031 0.037 0.034 -0.013 -0.7836
C 4.300 1.253 0.348 -0.071 0.043 -0.017 -0.5382
C 2.918 1.045 0.320 -0.140 -0.062 0.120 0.4304
N 2.344 -0.175 0.768 0.281 0.216 -1.020 0.9624
N 3.112 -1.152 0.781 0.141 0.281 0.443 -1.2402
C 2.629 -2.304 1.457 -0.193 -0.266 -0.317 0.5981
C 2.694 -3.520 0.783 -0.033 -0.051 0.032 -0.4738
C 2.282 -4.652 1.460 -0.031 0.005 0.071 -0.3459
C 1.861 -4.530 2.780 0.046 0.054 -0.079 -0.5755
C 1.861 -3.271 3.358 -0.059 -0.015 0.061 -0.2828
N 2.226 -2.166 2.709 0.395 -0.342 -0.286 -0.3642
H -2.441 4.880 -3.076 -0.013 0.012 -0.012 0.4149
H -0.612 3.539 -4.072 0.004 -0.002 -0.028 0.3976
H 0.835 2.155 -2.620 -0.002 0.008 -0.007 0.4733
H -1.322 3.474 0.821 0.009 -0.002 -0.014 0.5329
H -2.789 4.845 -0.627 -0.009 0.008 0.005 0.4433
H 1.930 4.114 -0.722 0.048 0.014 0.035 0.4706
H 4.358 4.448 -0.721 0.006 0.026 0.003 0.3973
H 5.888 2.641 0.011 0.014 -0.007 -0.025 0.3944
H 4.938 0.454 0.699 -0.017 -0.014 -0.021 0.4999
H 3.060 -3.554 -0.234 0.024 -0.011 -0.012 0.4338
H 2.300 -5.618 0.972 -0.001 -0.014 0.004 0.4125
H 1.551 -5.392 3.352 -0.012 -0.021 0.013 0.4082
H 1.544 -3.131 4.388 -0.001 0.013 -0.092 0.3995
O -2.103 0.527 4.169 -0.336 -0.005 0.037 -0.6506
S -1.090 1.203 3.412 0.532 -0.542 0.317 1.0126
O -0.549 2.419 3.942 -0.056 0.229 0.036 -0.6538
O -1.514 1.377 1.956 -0.062 0.029 -0.430 -0.4628
S 0.506 -0.159 3.062 -0.880 0.605 0.546 -0.3962
C -1.314 -2.103 0.410 -0.178 0.136 0.193 -0.2699
N -1.287 -0.678 -0.079 0.091 -0.167 -0.253 0.3284
C -0.886 -0.685 -1.531 0.029 -0.049 0.042 -0.3855
N -1.774 -1.505 -2.318 0.059 -0.031 -0.010 0.0901
C -1.756 -2.870 -1.784 -0.007 -0.045 -0.074 -0.7496
N -2.198 -2.914 -0.391 0.076 -0.030 0.022 0.0970
C -3.550 -2.355 -0.311 -0.086 0.003 0.031 -0.6759
N -3.588 -0.980 -0.806 0.015 0.001 -0.025 0.1531
C -2.710 -0.162 -0.005 -0.094 0.105 0.098 -0.6677
C -3.133 -0.970 -2.194 -0.055 0.029 -0.060 -0.6578
H -1.653 -2.080 1.448 0.065 -0.007 -0.011 0.3395
H -0.299 -2.486 0.381 0.216 -0.144 -0.042 0.1364
H 0.134 -1.070 -1.592 0.040 -0.011 -0.019 0.1776
H -0.903 0.345 -1.885 -0.002 -0.004 -0.010 0.2734
H -0.739 -3.266 -1.849 -0.041 0.005 -0.011 0.3363
H -2.419 -3.493 -2.385 0.032 0.014 0.012 0.3459
H -3.884 -2.373 0.728 0.002 -0.003 -0.015 0.3430
H -4.224 -2.967 -0.911 0.016 -0.004 0.017 0.3416
H -3.011 -0.170 1.043 0.021 0.003 -0.112 0.3187
H -2.710 0.870 -0.359 -0.001 -0.038 0.009 0.2737
H -3.148 0.054 -2.572 -0.002 -0.009 0.003 0.3357
H -3.809 -1.580 -2.795 0.012 0.008 -0.005 0.3376


53
Properties=species:S:1:pos:R:3:forces:R:3:mulliken_charge:R:1 method="wB97M-V/def2-TZVPD" homo_energy_ev=-8.12 orbital_gap_ev=7.8939 total_charge=0
C 1.350 -1.942 2.666 -0.448 -0.443 -0.077 -0.5303
C 0.099 -1.263 2.546 -0.142 -0.738 -0.185 -0.8709
C -0.412 -1.504 1.242 -0.021 -0.352 0.260 0.0658
H -0.423 -0.730 3.338 0.289 -0.039 -0.281 0.4923
C 0.524 -2.335 0.546 -0.067 -0.235 0.524 -0.2984
C 1.602 -2.616 1.432 -0.626 -0.624 0.250 -1.0221
H 0.374 -2.772 -0.440 0.116 0.181 0.296 0.5516
C 3.028 1.682 2.094 -0.173 0.443 0.137 -1.0297
C 1.879 1.456 2.902 0.228 0.468 -0.217 -0.8940
C 0.727 1.786 2.127 0.217 0.316 -0.539 -0.5005
H 1.883 1.187 3.959 0.044 -0.010 -0.457 0.4774
C 1.165 2.165 0.818 0.495 0.111 0.833 -1.1133
C 2.604 2.112 0.807 -0.638 0.149 0.420 -0.5257
H -1.412 -1.243 0.889 0.419 0.132 0.016 0.3312
H 2.437 -3.284 1.217 -0.296 0.464 0.118 0.5520
H 1.973 -1.983 3.560 -0.116 0.094 -0.377 0.4733
H 3.242 2.414 -0.025 -0.150 -0.273 0.341 0.3677
H -0.304 1.816 2.484 0.409 -0.224 -0.196 0.5463
H 4.063 1.604 2.423 -0.361 -0.190 -0.108 0.6915
Lu 1.731 -0.201 0.997 1.035 0.091 0.154 1.2168
C 0.323 2.411 -0.408 0.070 -0.187 -0.263 3.4847
C 0.952 3.569 -1.194 -0.252 0.324 -0.162 -1.7468
C -1.129 2.725 -0.032 -0.010 0.061 -0.149 -2.0541
H 1.058 4.452 -0.549 -0.010 -0.262 -0.014 0.3946
H 0.325 3.810 -2.056 0.329 0.132 0.353 0.4856
H 1.944 3.300 -1.568 -0.105 0.052 0.022 0.3684
H -1.167 3.556 0.685 -0.013 -0.172 -0.226 0.4358
H -1.625 1.853 0.417 0.081 0.157 -0.028 0.2905
H -1.676 3.006 -0.940 0.007 -0.014 0.239 0.4533
C 0.331 1.073 -1.240 -0.171 0.069 0.022 -0.7984
C -0.295 1.202 -2.630 -0.234 0.509 -1.069 -0.0451
H -0.234 0.291 -0.687 0.180 0.222 -0.132 -0.1768
H 1.374 0.713 -1.408 -0.242 0.228 -0.059 0.6605
O -0.308 2.267 -3.244 -0.114 -0.962 0.426 -0.6882
N -0.860 0.109 -3.230 0.407 -0.333 -0.082 -0.0537
C -0.863 -1.295 -2.832 -0.040 0.325 -0.083 -0.9645
H -1.185 0.305 -4.170 0.084 0.117 0.270 0.2905
C -2.055 -1.663 -1.977 -0.434 -0.039 0.147 0.6904
C -2.206 -2.992 -1.564 -0.123 0.257 0.218 -0.2782
H -1.493 -3.736 -1.930 -0.221 0.124 0.260 0.3825
C -3.242 -3.344 -0.697 0.074 0.107 -0.182 -0.5556
H -3.325 -4.378 -0.356 -0.051 0.333 -0.090 0.3818
C -4.162 -2.376 -0.274 0.155 0.087 -0.096 -0.5260
H -4.971 -2.653 0.403 0.258 0.101 -0.190 0.3779
C -4.052 -1.062 -0.740 0.192 -0.176 -0.214 -0.6190
H -4.773 -0.299 -0.441 0.149 -0.281 -0.065 0.4010
C -3.011 -0.709 -1.611 0.021 -0.268 0.279 -0.2053
H -2.945 0.305 -2.016 0.004 -0.341 0.292 0.4445
H 0.077 -1.556 -2.320 -0.264 0.112 -0.110 0.0338
H -0.895 -1.897 -3.752 0.146 0.173 0.200 0.5530
S 4.305 -1.143 0.798 0.034 0.127 -0.771 -0.4148
C 4.681 -1.114 2.416 0.696 0.216 3.132 0.6357
N 4.971 -1.076 3.565 -0.816 -0.118 -2.791 -0.6192


no.,electronic energy (hartree)
1,-3724.7621
2,-3398.9814
3,-4276.4215
4,-2709.9669